i.
C6H8O2 in the gas phase. Source: the OMol25 dataset; level of theory: ωB97M-V/def2-TZVPD.

Computed properties:
Frontier orbital gap = 0.3681 hartree
2S+1 = 1
SMILES = C[C@]12C[C@@H]1OCC2=O

Each line ends with the Mulliken charge.
Element x y z (Å)
H  -0.023  1.325  2.271  0.283
C  -0.357  0.432  1.639  -0.985
C  -1.300  1.168  -0.703  -0.608
O  2.433  0.492  -0.495  -0.594
C  1.000  -1.476  -0.479  -0.565
C  -0.712  -0.192  -0.833  0.066
C  1.277  0.097  -0.263  0.234
H  -1.517  0.250  1.715  0.287
H  1.628  -1.847  -1.336  0.284
H  1.262  -2.005  0.473  0.328
H  -0.150  0.044  -1.789  0.243
C  0.019  0.791  0.126  0.663
H  -1.206  1.811  -1.577  0.233
O  -0.512  -1.580  -0.573  -0.415
H  0.244  -0.596  1.874  0.238
H  -2.087  1.286  -0.048  0.309

ii.
C6H8O2 as an isolated structure. Source: the OMol25 dataset; level of theory: ωB97M-V/def2-TZVPD.

Computed properties:
Frontier orbital gap = 0.3038 hartree
2S+1 = 1

Each line ends with the Mulliken charge.
Element x y z (Å)
C  -2.886  -0.727  0.519  -0.034
H  1.775  1.009  -1.613  0.325
O  1.878  -0.798  0.375  -0.562
H  -0.568  1.281  1.255  0.347
C  1.447  1.339  -0.627  -1.411
H  -0.625  -0.146  -1.645  0.293
C  -1.752  -0.623  0.100  -0.620
H  2.314  1.764  -0.119  0.381
H  0.692  2.117  -0.739  0.377
C  0.910  0.159  0.145  0.766
C  -0.528  -0.866  -0.817  0.419
H  -0.125  -0.385  1.941  0.389
C  -0.063  0.334  1.138  -0.850
O  -0.113  -2.024  -0.954  -0.647
H  1.507  -1.663  0.112  0.377
H  -3.863  -0.773  0.928  0.448

iii.
A 2-piece molecular cluster, C6H8O2 overall. Source: the OMol25 dataset; level of theory: ωB97M-V/def2-TZVPD.

Computed properties:
Frontier orbital gap = 0.3737 hartree
2S+1 = 1
SMILES = Oc1ccccc1.O

Each line ends with the Mulliken charge.
Element x y z (Å)
H  0.567  -0.909  -1.808  0.361
C  -1.287  1.217  -0.024  -0.671
C  1.073  0.752  -0.215  -0.981
H  -2.399  -0.235  1.159  0.340
H  -0.464  -1.463  1.899  0.395
H  2.419  -1.263  1.496  0.324
C  -0.350  -0.671  1.173  -0.450
C  -0.023  1.538  -0.517  -0.065
C  -1.441  0.134  0.815  -0.329
H  2.073  1.142  -0.368  0.337
O  -0.021  -1.677  -1.902  -0.624
C  0.878  -0.320  0.660  0.748
H  0.041  2.436  -1.116  0.383
H  -0.823  -1.205  -1.631  0.291
O  1.900  -1.268  0.676  -0.451
H  -2.142  1.792  -0.297  0.390

iv.
A 2-piece molecular cluster, C6H8O2 overall. Source: the OMol25 dataset; level of theory: ωB97M-V/def2-TZVPD.

Computed properties:
Frontier orbital gap = 0.3771 hartree
2S+1 = 1

Each line ends with the Mulliken charge.
Element x y z (Å)
H  -0.186  -0.971  2.465  0.182
C  0.200  0.198  1.512  -0.410
C  0.631  -0.177  -0.009  0.474
H  -1.968  1.294  -1.982  0.262
H  -0.188  -0.434  -1.953  0.248
O  2.708  -1.341  0.488  -0.594
H  -0.613  1.237  3.024  0.160
H  -2.061  1.105  0.004  0.250
O  1.880  -1.600  -1.591  -0.440
C  -0.124  1.351  1.875  -0.421
C  -1.710  0.459  -1.018  -1.008
H  2.774  -1.940  -1.809  0.364
H  -0.261  2.480  1.533  0.297
C  -0.250  0.026  -0.921  -0.122
H  -2.603  -0.485  -1.247  0.254
C  1.773  -1.204  -0.371  0.504

Which of them is the least stable? Correct choice: iv.

i.
C6H8O2 in the gas phase. Source: the OMol25 dataset; level of theory: ωB97M-V/def2-TZVPD.

Computed properties:
Frontier orbital gap = 0.3765 hartree
2S+1 = 1
SMILES = C[C@@H]1OC=C[C@@H]2O[C@@H]12

Each line ends with the Mulliken charge.
Element x y z (Å)
H  1.393  -2.766  0.493  0.253
O  0.185  1.831  1.376  -0.432
C  1.530  -1.528  0.286  -0.889
C  0.434  0.574  0.696  -0.106
H  -1.561  2.357  -1.211  0.427
H  -1.223  0.226  -2.421  0.448
C  -0.938  1.187  0.695  -0.294
H  -1.443  0.847  1.443  0.663
C  0.143  -0.779  0.604  0.136
H  0.746  0.591  -0.547  0.266
H  -0.586  -0.998  1.496  0.264
O  -0.796  -0.935  -0.608  -0.378
C  -1.136  0.309  -1.402  -0.518
H  2.577  -1.235  0.837  0.277
H  1.807  -1.174  -0.885  0.225
C  -1.131  1.495  -0.853  -0.342

ii.
C6H8O2 in the gas phase. Source: the OMol25 dataset; level of theory: ωB97M-V/def2-TZVPD.

Computed properties:
Frontier orbital gap = 0.3554 hartree
2S+1 = 1
SMILES = O[C@]12CC=C[C@@H]1OC2

Each line ends with the Mulliken charge.
Element x y z (Å)
C  -0.352  -0.483  -1.879  -0.170
H  0.438  -2.533  -1.275  0.404
C  0.306  -1.493  -1.048  -0.665
H  -1.157  -0.446  -2.666  0.304
C  0.855  -0.567  0.138  -0.094
O  -1.402  -0.336  0.730  -0.578
H  0.203  0.418  2.778  0.367
H  0.335  1.573  -1.047  0.289
C  -0.485  0.875  -0.998  -1.000
H  -1.175  1.639  -1.300  0.531
H  1.604  1.239  2.248  0.188
H  1.575  0.057  -0.284  0.404
H  -2.410  0.197  0.710  0.358
O  1.114  -0.896  1.477  -0.467
C  0.751  0.422  1.951  -0.467
C  -0.200  0.334  0.465  0.597

iii.
A 2-piece molecular cluster, C6H8O2 overall. Source: the OMol25 dataset; level of theory: ωB97M-V/def2-TZVPD.

Computed properties:
Frontier orbital gap = 0.3604 hartree
2S+1 = 1
SMILES = Oc1ccccc1.O

Each line ends with the Mulliken charge.
Element x y z (Å)
C  -0.131  1.158  -0.721  -0.539
O  -1.493  -2.045  -1.395  -0.634
H  -0.592  -1.919  -1.079  0.307
C  1.774  -0.257  -0.195  -0.660
C  -0.713  0.810  0.518  0.497
H  -1.881  -1.211  -1.127  0.339
H  -0.735  1.674  -1.453  0.391
C  1.020  -0.764  0.845  -0.394
C  1.146  0.728  -0.958  -0.081
H  1.695  1.208  -1.763  0.334
H  1.480  -1.561  1.423  0.334
O  -1.830  1.509  0.894  -0.524
H  -0.588  -0.453  2.292  0.398
C  -0.150  -0.153  1.354  -0.527
H  2.773  -0.561  -0.420  0.433
H  -1.775  1.837  1.785  0.324

Which of them is the least stable? Correct choice: i.

i.
A 2-piece molecular cluster, C6H8O2 overall. Source: the OMol25 dataset; level of theory: ωB97M-V/def2-TZVPD.

Computed properties:
Frontier orbital gap = 0.3290 hartree
2S+1 = 1

Each line ends with the Mulliken charge.
Element x y z (Å)
H  0.554  -0.491  -2.024  0.435
O  2.311  0.428  -0.160  -0.641
H  -1.075  -0.335  -1.629  0.444
H  1.803  -2.087  -0.808  0.382
H  0.841  1.217  1.747  0.317
H  0.042  1.124  -1.623  0.407
C  1.154  -1.704  0.002  -0.122
O  0.426  -2.403  0.650  -0.472
C  -0.797  0.635  0.545  0.473
C  0.351  0.340  1.329  -0.452
H  -2.534  1.452  1.294  0.286
H  0.181  -0.466  2.045  0.301
C  1.291  -0.184  0.139  0.762
C  -0.103  0.078  -1.366  -1.572
C  -1.977  1.151  0.410  -0.854
H  -2.466  1.244  -0.551  0.304

ii.
C6H8O2 in the gas phase. Source: the OMol25 dataset; level of theory: ωB97M-V/def2-TZVPD.

Computed properties:
Frontier orbital gap = 0.3258 hartree
2S+1 = 1
SMILES = C=C1CCOC=CO1

Each line ends with the Mulliken charge.
Element x y z (Å)
C  -1.318  0.115  0.796  -0.202
O  -0.630  1.563  -0.978  -0.368
H  -2.518  1.441  0.108  0.253
H  1.922  -2.444  -0.610  0.320
C  0.734  -0.905  0.424  0.521
H  0.928  1.158  0.829  0.394
H  0.512  0.074  -1.792  0.487
C  -1.528  0.978  -0.237  0.016
H  0.412  -3.136  0.202  0.247
H  2.358  0.167  0.073  0.295
C  0.657  0.929  -1.253  -0.439
C  1.156  -2.268  0.107  -0.920
O  -0.372  -0.876  1.241  -0.384
H  -2.317  -0.055  1.394  0.205
H  1.377  1.801  -1.601  0.263
C  1.189  0.402  0.045  -0.691

Which of them is the least stable? Correct choice: i.